(1)
Here is a molecular structure, C4H8N2S from the Open Molecules 2025 dataset. Energies are from the ωB97M-V functional and the def2-TZVPD basis.

Geometry (Å):
S 1.662 -0.884 -0.314
N -0.990 -0.407 -0.267
N 0.274 1.458 -0.004
C -2.266 0.170 -0.475
C 3.125 0.062 0.080
C -3.290 -0.534 0.172
C 0.270 0.162 -0.244
H -2.351 1.263 -0.985
H 3.872 -0.861 0.818
H 4.090 0.456 -0.813
H 1.410 1.563 0.048
H -1.026 -1.372 -0.261
H 2.778 0.708 0.995
H -4.365 -0.156 0.254
H -3.193 -1.628 0.999

Computed properties:
Multiplicity: 1
Charge: 0
E_tot, eV: -18087.7539
LUMO energy, eV: 0.5



(2)
Here is a molecular structure, C4H8N2S2 from the Open Molecules 2025 dataset. Energies are from the ωB97M-V functional and the def2-TZVPD basis.

Geometry (Å):
S 0.789 0.778 -1.989
S 1.659 0.373 0.812
N -0.110 -1.884 1.175
N 1.557 2.067 0.203
C -1.638 0.203 0.514
C 0.695 -0.381 -0.565
C 0.987 2.139 -0.974
C -0.622 -0.881 0.071
H -0.892 -1.726 -0.786
H 1.067 3.196 -1.276
H 1.324 -1.269 -0.755
H 1.039 -1.297 1.602
H -2.051 0.594 -0.503
H -1.368 0.960 1.266
H -2.675 -0.267 0.849
H 0.238 -2.605 0.356

Computed properties:
Multiplicity: 1
Charge: 0
E_tot, eV: -28924.2236
LUMO energy, eV: 0.3



(3)
Here is 2 unconnected molecules or ions with the total composition C4H8N3 from the Open Molecules 2025 dataset. Energies are from the ωB97M-V functional and the def2-TZVPD basis.

Geometry (Å):
N -1.089 1.648 1.240
N -0.933 2.410 2.050
N 0.395 -1.449 -1.216
C -1.131 3.218 3.004
C 0.660 -2.802 -1.043
C 0.635 -0.226 -2.060
C -0.152 -0.356 -0.844
H 1.178 -3.234 -1.916
H -0.478 4.073 2.997
H 0.063 -0.069 -3.123
H -1.227 2.789 4.033
H -0.210 -3.392 -0.801
H 1.347 -2.802 -0.245
H 1.648 0.163 -2.008
H -0.707 0.030 -0.067

Computed properties:
Multiplicity: 1
Charge: +1
E_tot, eV: -8735.8186
LUMO energy, eV: -4.9



(4)
Here is 2 unconnected molecules or ions with the total composition C4H8N3 from the Open Molecules 2025 dataset. Energies are from the ωB97M-V functional and the def2-TZVPD basis.

Geometry (Å):
N 0.134 0.197 0.028
N -1.157 -1.256 -1.794
N 0.815 1.484 1.685
C -0.057 -0.669 -1.937
C 0.166 0.403 2.245
C 0.756 1.263 0.318
C -0.251 -0.389 1.201
H -0.170 0.375 3.216
H -1.036 -2.155 -1.452
H -0.865 -1.315 1.209
H 1.341 1.817 -0.433
H 0.989 -1.161 -1.886
H -0.071 0.291 -2.447
H -2.053 -0.957 -2.120
H 1.459 2.073 2.169

Computed properties:
Multiplicity: 1
Charge: +1
E_tot, eV: -8740.4447
LUMO energy, eV: -3.4



(5)
Here is a gas-phase ion, C4H8N3 (charge +1) from the Open Molecules 2025 dataset. Energies are from the ωB97M-V functional and the def2-TZVPD basis.

Geometry (Å):
N -1.001 0.746 0.465
N -0.053 -1.673 -0.877
N 0.861 -0.002 0.429
C 1.010 -0.895 -0.447
C -1.488 0.266 -0.771
C 1.611 0.974 1.136
C -1.272 -1.313 -1.004
H -1.234 0.951 -1.605
H -2.562 0.125 -0.613
H 2.472 0.399 1.547
H 0.798 1.460 1.879
H -1.258 0.246 1.389
H -1.961 -2.073 -1.143
H 2.078 1.789 0.576
H 1.999 -1.000 -0.961

Computed properties:
Multiplicity: 1
Charge: +1
E_tot, eV: -8736.4890
LUMO energy (spin up / spin down), eV: -5.8 / -5.8



(6)
Here is a gas-phase ion, C4H8N3O (charge +1) from the Open Molecules 2025 dataset. Energies are from the ωB97M-V functional and the def2-TZVPD basis.

Geometry (Å):
O -0.743 -1.304 -1.610
N -1.369 1.013 -1.454
N -0.396 2.235 1.448
N 0.136 0.033 0.299
C 1.596 -0.077 0.001
C -0.783 -0.186 -1.231
C -0.194 -1.120 1.195
C -0.115 1.250 0.941
H -1.230 -1.052 1.251
H 1.811 0.264 -1.067
H 0.486 -0.914 2.142
H 1.821 -1.166 -0.236
H 2.222 0.185 0.838
H -0.053 -2.040 0.623
H -1.624 1.670 -0.719
H -1.565 1.210 -2.419

Computed properties:
Structure (SMILES): C[N+](C)(C#N)C(N)=O
Multiplicity: 1
Charge: +1
E_tot, eV: -10786.1012
LUMO energy, eV: -3.8